(1)
DFT (wB97M-V/def2-TZVPD) results for one molecule with the formula C20H21N3O3S.

Its energy relative to the best compared isomer or geometry (same formula, charge and spin) is 28.6 kcal/mol.

XYZ file:
```
48
Properties=species:S:1:pos:R:3:forces:R:3
C -5.159214 -1.836131 4.263044 0.028 -0.142 0.104
O -5.363846 -0.711284 3.443373 -0.055 0.221 -0.149
C -4.381290 -0.354937 2.571320 0.177 0.002 -0.109
C -4.663899 0.774102 1.783161 -0.073 -0.063 0.097
C -3.766362 1.245559 0.857791 0.049 -0.104 0.064
C -2.549367 0.584827 0.701073 -0.164 -0.738 0.719
N -1.559494 0.924161 -0.175103 0.481 0.371 -0.658
C -0.558157 0.125291 -0.081196 -0.563 -0.570 0.690
N 0.565136 0.262355 -0.872959 0.055 -0.003 -0.204
C 0.536218 1.430232 -1.746551 0.039 0.310 -0.176
C 0.784412 2.691089 -0.954588 0.004 0.101 -0.064
C -0.184311 3.682499 -0.892509 0.111 0.002 -0.083
C 0.033316 4.827939 -0.147349 -0.026 0.079 -0.018
C 1.219533 4.990703 0.547253 0.000 0.051 0.041
C 2.187215 4.002119 0.495782 0.103 -0.009 0.053
C 1.970226 2.857234 -0.250075 -0.089 0.003 -0.062
C 1.595321 -0.613839 -0.712713 0.510 0.060 -0.256
O 1.504073 -1.534898 0.087249 0.272 -0.068 -0.027
C 2.815946 -0.514737 -1.597376 -0.030 -0.156 -0.076
C 2.698434 -1.603540 -2.683220 0.132 0.141 -0.122
N 2.746125 -2.921227 -2.106107 -0.356 0.132 0.160
C 3.780138 -3.768992 -2.340945 -0.264 -0.259 0.173
C 3.726229 -5.024130 -1.499072 0.224 -0.006 -0.138
O 4.635154 -3.543580 -3.169991 0.376 -0.002 -0.204
S -0.690966 -1.171264 1.096450 -0.601 0.232 0.192
C -2.268938 -0.543169 1.495089 0.128 0.536 -0.526
C -3.173229 -1.021235 2.429761 -0.285 -0.150 0.295
H -4.299132 -1.698972 4.926365 -0.016 -0.010 -0.030
H -5.019096 -2.745453 3.669681 0.009 0.030 0.017
H -6.063588 -1.932771 4.861572 0.088 -0.039 -0.016
H -5.615424 1.259280 1.930974 -0.117 0.064 0.015
H -3.984332 2.111952 0.254797 -0.057 0.120 -0.074
H 1.268996 1.312597 -2.544213 -0.115 -0.059 0.091
H -0.462051 1.472003 -2.188462 0.203 -0.015 -0.031
H -1.115074 3.548963 -1.421689 -0.116 -0.053 -0.036
H -0.727941 5.592450 -0.103643 -0.069 0.065 0.006
H 1.388490 5.882698 1.131800 0.009 0.072 0.050
H 3.112751 4.120160 1.039545 0.075 0.017 0.045
H 2.727180 2.086234 -0.274681 0.098 -0.090 0.004
H 3.687858 -0.741653 -0.980632 -0.084 0.070 0.000
H 2.955728 0.459775 -2.055562 0.000 0.010 0.016
H 1.763132 -1.472701 -3.240986 0.133 0.043 -0.028
H 3.541113 -1.534895 -3.376750 -0.193 0.043 0.070
H 2.149051 -3.079988 -1.305578 0.138 -0.082 -0.068
H 3.767464 -4.765069 -0.443398 -0.026 -0.012 0.109
H 2.798630 -5.558846 -1.689473 -0.081 -0.050 0.023
H 4.568406 -5.662526 -1.748523 0.006 0.014 -0.008
H -2.920565 -1.888386 3.017267 -0.069 -0.107 0.131
```
Positions in Å, forces in eV/Å.


(2)
DFT (wB97M-V/def2-TZVPD) results for C19H33AuN6PS as an isolated structure.

Its charge is +1.

XYZ file:
```
61
Properties=species:S:1:pos:R:3:forces:R:3
Au 0.301148 -0.650050 -0.717774 -0.191 0.012 -0.057
S 1.358099 0.624894 2.040860 0.069 0.077 -0.078
C 2.928460 1.084005 1.733371 0.185 -0.027 -0.056
N 3.994801 0.858431 2.522997 0.137 0.007 0.075
C 5.255608 1.279670 1.922230 -0.124 -0.061 0.042
C 4.763197 2.197957 0.796257 -0.160 -0.028 0.043
N 3.380013 1.744702 0.629323 0.038 0.041 -0.031
H 3.925747 0.239313 3.311138 -0.039 -0.005 -0.001
H 5.811821 0.424404 1.530619 -0.048 -0.049 -0.024
H 5.885193 1.805255 2.634836 0.016 0.017 0.057
H 5.338149 2.070266 -0.117554 0.008 -0.007 -0.065
H 4.807975 3.248427 1.089664 -0.046 0.017 0.031
H 2.710360 2.284245 0.108958 -0.038 -0.007 -0.046
C -4.401875 0.032785 -1.592378 -0.019 0.014 -0.028
C -2.963591 -0.415756 -1.859834 0.130 -0.087 -0.021
C -2.937314 -1.784840 -2.551319 -0.005 -0.003 0.033
C -2.303728 0.608164 -2.793472 -0.007 0.033 -0.021
P -1.925236 -0.477709 -0.302838 -0.359 0.180 0.132
C -2.259876 1.132362 0.496008 0.032 0.022 -0.020
C -1.467393 2.215053 0.107703 -0.013 -0.056 0.059
C -1.707609 3.489443 0.598286 -0.020 -0.014 0.013
C -2.733334 3.700801 1.507936 0.026 0.005 -0.017
C -3.518028 2.633565 1.917494 -0.017 -0.075 -0.008
C -3.288689 1.362037 1.409296 -0.038 0.028 -0.025
C -2.416640 -1.867727 0.853091 0.143 -0.013 0.001
C -1.744883 -3.163637 0.361053 -0.010 0.022 0.052
C -1.799887 -1.533530 2.220577 0.006 0.053 0.015
C -3.918448 -2.132535 0.992070 0.002 -0.020 -0.003
H -4.930825 0.081585 -2.548611 0.016 -0.001 0.043
H -4.434035 1.027117 -1.143949 0.002 -0.033 -0.022
H -4.948415 -0.653978 -0.949346 0.005 -0.013 -0.006
H -3.365112 -1.686092 -3.552982 0.008 0.011 0.062
H -3.528492 -2.527776 -2.014957 0.024 0.014 -0.007
H -1.916362 -2.161837 -2.660667 -0.044 0.026 -0.004
H -2.844717 0.608369 -3.743827 0.007 0.012 0.046
H -1.260659 0.357355 -2.998359 -0.023 -0.007 -0.006
H -2.349166 1.619079 -2.385540 0.017 -0.025 0.003
H -0.644845 2.051205 -0.576464 0.033 0.008 -0.027
H -1.087750 4.317607 0.279162 0.006 -0.028 0.002
H -2.916613 4.692746 1.901292 0.005 -0.027 -0.011
H -4.316470 2.787816 2.632742 0.027 -0.012 -0.029
H -3.922863 0.552888 1.738910 -0.016 0.012 -0.004
H -0.661353 -3.052174 0.289192 -0.022 -0.001 0.024
H -2.119295 -3.495166 -0.604654 -0.017 0.008 -0.038
H -1.951653 -3.953662 1.088594 -0.013 0.036 -0.034
H -0.727747 -1.340984 2.136199 -0.009 -0.011 0.006
H -1.931930 -2.394525 2.880361 -0.008 0.015 -0.019
H -2.258482 -0.667539 2.696284 0.003 -0.043 -0.014
H -4.341496 -2.541355 0.074868 -0.010 0.008 -0.001
H -4.497794 -1.255047 1.271011 0.010 -0.017 0.006
H -4.059460 -2.880768 1.776942 0.005 0.020 -0.033
N 6.857217 -1.512050 -0.878719 0.054 0.007 0.083
C 5.647443 -1.121137 -1.289207 -0.138 0.193 -0.342
N 5.555339 -0.398589 -2.423432 0.008 -0.052 -0.006
N 4.615985 -1.436484 -0.543155 -0.113 -0.302 0.529
C 3.390062 -1.176490 -0.867907 0.182 0.264 -0.448
N 2.289356 -0.954099 -1.152918 0.349 -0.150 0.215
H 7.696877 -1.274565 -1.373163 0.021 -0.007 -0.020
H 6.918915 -2.068205 -0.043724 -0.009 -0.009 -0.008
H 6.330157 -0.336412 -3.061561 -0.004 0.002 0.012
H 4.640145 -0.216830 -2.801011 -0.014 0.028 -0.004
```
Positions in Å, forces in eV/Å.


no.,frontier orbital gap (eV)
1,8.5
2,8.3